A cluster of 2 separate species, C2H8O2 in total. Source: the Open Molecules 2025 dataset; level of theory: the ωB97M-V functional and the def2-TZVPD basis.

The geometry in XYZ format:
```
12
Properties=species:S:1:pos:R:3:forces:R:3:lowdin_charge:R:1
C -0.737949 1.735936 0.958612 0.0663 0.2336 -0.3848 -0.143
O -1.844115 0.877763 0.733027 -0.2637 1.2206 -0.3865 -0.084
H -1.581630 -0.020679 0.759284 0.2130 -1.1828 0.2701 0.038
H 0.218581 1.228792 0.804645 0.0828 -0.0319 0.6030 0.038
H -0.696702 2.520188 0.194457 -0.4555 0.0440 0.2258 0.094
H -0.800844 2.180638 1.954495 0.2332 -0.0723 -0.1267 0.095
C 1.264290 -0.996594 -0.260650 -1.1470 0.0891 -0.6204 0.040
O 1.127135 -1.561967 -1.531216 0.1087 -0.5500 0.5121 0.271
H 1.356138 -2.531205 -1.512286 -0.1042 0.2552 -0.1991 0.205
H 0.851278 -1.622561 0.544900 0.5950 -0.5165 -0.0672 0.158
H 0.707219 -0.059341 -0.270919 0.7831 0.2467 -0.2159 0.084
H 2.387876 -0.943219 -0.186910 -0.1115 0.2642 0.3896 0.205
```
Positions in Å, forces in eV/Å.

- HOMO energy (alpha / beta): -14.02 / -14.02 eV
- Orbital gap (alpha / beta): 9.19 / 2.87 eV
- Energy relative to the best compared isomer or geometry (same formula, charge and spin): 36.7 kcal per mole
- Strongest force on any atom: 1.31 eV/Å
- <S²>: 0.754
- Charge: +1
- Multiplicity: 2

---

The ion C5H9N2S with charge +1. Source: the Open Molecules 2025 dataset; level of theory: the ωB97M-V functional and the def2-TZVPD basis.

The geometry in XYZ format:
```
17
Properties=species:S:1:pos:R:3:forces:R:3:lowdin_charge:R:1
C 1.382969 1.655895 -0.202530 -1.1845 -0.7491 0.0877 -0.346
C -0.615534 -1.159563 -0.830254 0.6779 0.0873 -4.8204 -0.237
C -1.177264 0.144194 1.012987 -1.4065 -0.4283 -0.2659 -0.265
C 0.935064 -0.566468 -1.308091 -2.0320 -1.1478 0.0448 -0.047
C -0.055915 0.390875 1.982727 -0.7970 2.6806 0.1633 -0.288
N -0.828036 -1.159094 0.473028 -1.0194 0.7796 2.5972 0.036
N 1.018055 0.871466 -1.178082 0.3343 0.5471 0.3036 -0.033
S 1.174064 1.782784 1.407406 -0.0018 -0.2836 -0.1976 1.069
H -1.246471 -0.557282 -1.553690 0.0576 0.0255 1.1604 0.136
H -0.741967 -2.183539 -1.189879 0.8611 -0.0860 -0.3133 0.123
H -2.268216 0.166548 1.435138 2.1235 -0.3199 -0.2285 0.178
H -1.215061 0.876347 0.203580 -0.0143 0.3113 0.0667 0.096
H 1.627000 -1.173556 -0.740417 0.5296 0.3863 -0.0807 0.126
H 0.979119 -0.655813 -2.406479 0.1610 -0.9847 0.6838 0.133
H -0.391250 0.719343 2.969598 0.3324 0.0858 -0.0649 0.096
H 0.609232 -0.404118 2.028889 0.9891 -1.6725 0.3572 0.053
H 0.814211 1.251979 -2.103931 0.3890 0.7684 0.5066 0.169
```
Positions in Å, forces in eV/Å.

- HOMO energy (alpha / beta): -13.45 / -13.98 eV
- Orbital gap (alpha / beta): 6.93 / 8.67 eV
- Energy relative to the best compared isomer or geometry (same formula, charge and spin): 129.0 kcal per mole
- Strongest force on any atom: 4.87 eV/Å
- Charge: +1

---

A structure of composition C3H6N4OS. Source: the Open Molecules 2025 dataset; level of theory: the ωB97M-V functional and the def2-TZVPD basis.

The geometry in XYZ format:
```
15
Properties=species:S:1:pos:R:3:forces:R:3:lowdin_charge:R:1
C 1.455063 1.703565 0.375764 1.6600 -1.2879 -0.6560 -0.187
C 1.249006 -0.301305 -0.655768 0.6478 -2.2693 -0.1598 -0.455
C -2.357557 -1.206131 0.533037 0.1708 0.0865 -0.1781 -0.251
N 0.233708 1.445703 0.380159 -1.5813 0.2760 -0.3547 -0.123
N -0.044486 0.222615 -0.288036 1.0132 1.5101 0.8225 -0.093
N 2.150967 0.655809 -0.247606 -2.6232 1.9355 1.9080 0.101
N 1.690397 -1.435940 -1.162246 -3.6051 1.2888 0.4594 0.052
O -2.733009 1.153917 -0.547774 -1.1012 0.9636 -1.5642 -0.416
S -1.964151 0.564147 0.479560 1.8655 -2.5842 0.5289 1.009
H 1.900892 2.537517 0.875699 0.2419 0.2739 -0.0349 0.116
H -2.289032 -1.419272 1.592014 0.2809 -0.3592 0.2989 0.036
H -1.585409 -1.738184 -0.048740 -0.7021 0.0529 0.3087 0.056
H -3.394204 -1.399580 0.243982 0.2647 0.1528 -0.3357 0.057
H 3.041187 0.763670 -0.587102 2.2251 -0.1483 -0.9832 0.108
H 2.646624 -1.546537 -0.942940 1.2431 0.1088 -0.0599 -0.009
```
Positions in Å, forces in eV/Å.

- HOMO energy: -7.87 eV
- Orbital gap: 7.04 eV
- Energy relative to the best compared isomer or geometry (same formula, charge and spin): 44.5 kcal per mole
- Strongest force on any atom: 3.86 eV/Å
- Charge: 0

---

A structure of composition C15H15BN5OS2Zr. Source: the Open Molecules 2025 dataset; level of theory: the ωB97M-V functional and the def2-TZVPD basis.

The geometry in XYZ format:
```
40
Properties=species:S:1:pos:R:3:forces:R:3:lowdin_charge:R:1
Zr 0.027856 0.125608 -0.052641 0.2105 -0.3022 -0.8281 1.978
S -2.216920 -3.058909 6.474444 0.3510 0.5594 -1.0437 1.194
N -3.050799 -2.336699 5.311471 -0.8751 0.2359 -0.2365 -0.187
C -2.224510 -1.903615 4.368931 0.8711 -0.7052 1.0020 -0.283
C -2.565750 -1.225057 3.160243 0.2945 0.3777 -0.8092 -0.044
C -3.890020 -0.926989 2.791502 0.3142 0.1052 -0.1744 0.099
C -4.127327 -0.257307 1.607540 0.2001 0.0541 -0.1081 0.035
C -3.042560 0.127377 0.813475 -0.5258 0.1716 -0.0824 -0.062
N -1.772873 -0.155689 1.131056 -0.6576 -0.0099 0.9656 -0.112
C -1.517440 -0.851935 2.284370 -0.6342 -0.2326 0.7133 -0.137
C -0.140486 -1.206108 2.579501 -0.0684 -0.5215 1.0519 -0.127
N 0.827631 -0.881674 1.665124 -0.3106 0.1549 0.0540 -0.095
C 2.108153 -1.210770 1.909721 0.7879 -0.0164 0.0254 -0.058
C 2.498876 -1.866109 3.077401 -0.1627 0.1467 -0.2160 0.041
C 1.541180 -2.202833 4.016443 -0.0948 0.1447 -0.2248 0.105
C 0.194424 -1.883312 3.780542 0.2516 0.4767 -0.9913 -0.042
C -0.861162 -2.218575 4.678561 -1.4399 -0.2217 0.6070 -0.282
N -0.761404 -2.867263 5.833192 0.9218 -0.1234 0.0919 -0.189
H -4.685389 -1.238784 3.453889 -0.1538 0.0415 0.0043 0.151
H -5.136242 -0.020381 1.298409 0.0370 0.0576 -0.0589 0.143
H -3.203045 0.687611 -0.114087 -0.0455 -0.1661 0.3036 0.142
H 2.839802 -0.922269 1.144705 -0.2941 -0.1486 0.3968 0.132
H 3.541916 -2.097829 3.244739 0.0151 0.0310 -0.0922 0.144
H 1.787055 -2.709334 4.939245 0.1425 -0.0544 0.0671 0.152
B 4.111720 0.627969 -2.155359 -0.0772 -0.0827 -0.1091 -0.285
C 2.821647 0.585514 -1.462071 0.4876 0.2942 -0.2459 -0.097
N 1.763675 0.558953 -0.895932 0.3633 0.2478 0.0105 -0.104
H 4.059695 -0.016581 -3.147097 -0.2288 -0.4010 -0.3864 0.075
H 4.329100 1.769077 -2.406006 -0.1309 0.6268 0.0152 0.096
H 4.962744 0.250480 -1.419959 0.2624 -0.2567 0.5544 0.084
C 0.856836 -3.276656 -2.507672 0.0822 0.1221 -0.0319 -0.168
S 0.198441 -2.985657 -0.859850 -0.4112 -1.3219 -0.9361 1.043
C -1.355845 -3.904099 -0.874923 0.0147 0.0590 0.0622 -0.169
O -0.376623 -1.520125 -1.030641 0.1140 0.7369 0.2458 -0.675
H 0.061508 -3.369494 -3.241648 -0.2001 0.1084 0.0722 0.088
H 1.459851 -4.181378 -2.516503 0.0738 -0.1462 0.2621 0.095
H 1.495084 -2.420139 -2.738129 0.0243 -0.0809 0.0762 0.075
H -1.195985 -4.933186 -0.568230 0.2976 -0.1329 0.0977 0.091
H -1.808869 -3.892907 -1.861367 0.0870 0.1760 -0.1656 0.087
H -2.012314 -3.416279 -0.153673 0.1066 -0.0038 0.0616 0.067
```
Positions in Å, forces in eV/Å.

- HOMO energy: -18.31 eV
- Orbital gap: 6.46 eV
- Energy relative to the best compared isomer or geometry (same formula, charge and spin): 30.8 kcal per mole
- Strongest force on any atom: 1.67 eV/Å
- Charge: +3

---

A structure of composition H18O10V. Source: the Open Molecules 2025 dataset; level of theory: the ωB97M-V functional and the def2-TZVPD basis.

The geometry in XYZ format:
```
29
Properties=species:S:1:pos:R:3:forces:R:3:lowdin_charge:R:1
O -0.312037 0.723585 0.023553 0.8080 -1.9311 0.7482 -0.146
V 0.120046 -0.680140 0.522101 -0.5625 1.6070 -1.0467 1.052
O 0.741135 3.510284 0.198034 0.3417 -0.4024 0.1701 -0.072
H 1.510923 4.042933 0.432049 -0.2019 0.1347 -0.0737 0.044
H 1.018785 2.992524 -0.578503 -0.2389 0.2393 0.0653 -0.018
O 1.994454 -1.243307 -0.461014 -0.1438 -0.2829 0.5067 -0.033
H 2.469050 -1.896120 0.076230 0.0478 0.0772 -0.2280 0.098
H 2.376893 -1.321270 -1.351312 -0.3540 0.3997 0.0106 0.129
O -1.467177 1.448443 -2.547357 0.0304 -0.0751 0.1255 -0.058
H -2.068830 2.196825 -2.640198 0.1321 -0.0395 -0.1036 0.056
H -1.773570 0.980559 -1.759542 -0.0868 0.1517 -0.1992 -0.039
O -0.758241 -1.978434 -1.015999 0.2310 -0.0934 0.4558 -0.026
H -1.489284 -2.611097 -0.935417 -0.0090 0.2725 0.0463 0.121
H -0.563648 -1.927990 -1.967356 -0.0630 0.3108 0.1949 0.129
O 1.802413 1.716294 -1.762250 0.4740 -0.2213 0.0002 -0.057
H 2.665080 1.867049 -1.350733 -0.0398 0.0278 -0.2015 0.065
H 1.933484 1.961096 -2.690333 -0.2094 0.0322 0.1191 0.083
O 1.502781 0.021356 2.033890 -0.3176 0.1581 0.2019 -0.030
H 1.355032 0.912268 2.403293 -0.0464 -0.1365 -0.2497 0.129
H 2.399186 -0.225024 2.309428 -0.1196 0.0092 -0.2129 0.123
O -3.060739 -0.058381 -0.659305 -0.2140 0.0058 0.2676 -0.057
H -3.300726 -0.578530 0.115138 -0.1323 0.0985 -0.0584 0.039
H -3.772374 0.595245 -0.732809 0.0605 -0.1649 -0.1222 0.086
O 0.422149 -2.640507 1.635048 0.6532 -0.0477 0.0189 -0.049
H 1.002510 -2.561147 2.411225 -0.3868 -0.1136 0.0735 0.105
H 0.617297 -3.521019 1.270638 -0.2659 0.1426 0.0096 0.119
O -1.552713 -0.615305 2.030331 0.2477 -0.1183 -0.0807 -0.033
H -1.813836 0.212841 2.467609 0.0710 -0.0369 -0.3242 0.124
H -1.998043 -1.323027 2.523560 0.2942 -0.0035 -0.1134 0.118
```
Positions in Å, forces in eV/Å.

- HOMO energy (alpha / beta): -16.12 / -16.13 eV
- Orbital gap (alpha / beta): 7.93 / 8.11 eV
- Energy relative to the best compared isomer or geometry (same formula, charge and spin): 21.6 kcal per mole
- Strongest force on any atom: 2.22 eV/Å
- <S²>: 0.787
- Charge: +2
- Multiplicity: 2

---

A cluster of 2 separate species, C5H11Br2P in total. Source: the Open Molecules 2025 dataset; level of theory: the ωB97M-V functional and the def2-TZVPD basis.

The geometry in XYZ format:
```
19
Properties=species:S:1:pos:R:3:forces:R:3:lowdin_charge:R:1
C -0.897044 1.159926 -0.048023 0.0732 -0.3154 -0.0093 -0.065
C -0.678105 -1.331961 0.251420 -0.0201 0.3212 -0.1228 -0.062
C 1.207946 0.196955 0.860318 -0.3179 -0.1044 -0.1181 -0.100
C 0.612530 -0.141653 -1.502401 0.1491 -0.0621 -0.2460 0.049
C 0.053321 -0.043171 -0.145651 0.0004 0.1584 0.7553 -0.686
P 4.122506 0.067711 -1.069162 0.0530 -0.0307 -0.0182 -0.049
Br 4.688422 1.756537 0.235126 -0.0237 -0.0043 -0.0536 0.088
Br 4.769104 -1.656278 0.154200 -0.0610 0.0264 -0.0646 0.079
H -0.390231 2.075714 -0.342313 0.0565 0.1224 -0.0323 0.081
H -1.244371 1.272566 0.976129 -0.0887 0.0609 0.1245 0.081
H -1.759856 1.016375 -0.692481 -0.1411 0.0384 -0.0960 0.081
H -1.569703 -1.464879 -0.358522 -0.0733 -0.0807 -0.0642 0.082
H -0.983259 -1.281130 1.294036 -0.0610 -0.0223 0.1267 0.081
H -0.037760 -2.199964 0.124851 0.1190 -0.1391 -0.0158 0.080
H 1.726224 1.120592 0.619315 0.1181 0.0772 0.0073 0.035
H 0.807192 0.279885 1.868785 -0.0520 0.0250 0.1588 0.083
H 1.911686 -0.631788 0.839176 0.1008 -0.0425 0.0156 0.033
H 0.839258 -1.094358 -1.941137 0.0915 -0.2696 -0.1512 0.055
H 0.780020 0.743187 -2.086399 0.0772 0.2413 -0.1961 0.055
```
Positions in Å, forces in eV/Å.

- HOMO energy (alpha / beta): -8.05 / -8.39 eV
- Orbital gap (alpha / beta): 6.58 / 8.42 eV
- Energy relative to the best compared isomer or geometry (same formula, charge and spin): 17.7 kcal per mole
- Strongest force on any atom: 0.77 eV/Å
- Charge: 0

---

A structure of composition C4H5N3O. Source: the Open Molecules 2025 dataset; level of theory: the ωB97M-V functional and the def2-TZVPD basis.

The geometry in XYZ format:
```
13
Properties=species:S:1:pos:R:3:forces:R:3:lowdin_charge:R:1
C 1.275290 -0.289606 -0.098045 0.7734 -6.0845 1.8041 -0.342
C -0.232560 -0.218134 -0.174809 2.6118 0.9442 -1.5507 -0.354
C -2.108697 0.574889 0.192741 -1.9556 3.9133 2.1423 -0.118
C -2.309074 -0.748882 -0.155891 -0.3499 2.6584 0.5218 -0.092
H 1.516209 1.623758 -0.103279 0.1250 -0.4186 -1.3383 0.107
H 2.824168 0.813672 0.087475 0.5508 -0.1284 -0.5673 0.087
H 2.806585 -1.070533 0.111713 0.1441 -1.6575 1.3293 0.028
H -2.696193 1.650823 0.797471 1.0632 -4.2938 -2.3567 0.202
H -3.137367 -1.446538 -0.120239 0.2905 0.2814 -0.3113 0.123
N 2.023943 0.814116 -0.543915 -1.3410 0.9864 2.1477 0.078
N 1.882547 -1.442695 0.462323 -1.5527 6.0748 -3.9789 0.100
N -0.756281 0.916624 0.081062 -1.6037 -0.5877 1.0431 0.103
O -1.088575 -1.177488 -0.536608 1.2441 -1.6880 1.1151 0.078
```
Positions in Å, forces in eV/Å.

- HOMO energy: -9.40 eV
- Orbital gap: 9.75 eV
- Energy relative to the best compared isomer or geometry (same formula, charge and spin): 96.5 kcal per mole
- Strongest force on any atom: 7.43 eV/Å
- Charge: 0

---

A cluster of 2 separate species, C4H16N2O in total. Source: the Open Molecules 2025 dataset; level of theory: the ωB97M-V functional and the def2-TZVPD basis.

The geometry in XYZ format:
```
23
Properties=species:S:1:pos:R:3:forces:R:3:lowdin_charge:R:1
C 3.006868 0.061156 -0.007115 1.2662 -0.0299 1.7141 -0.023
C 1.647820 -0.257289 0.717283 1.6922 -3.1886 -0.9674 -0.257
C 0.379490 -0.374123 -0.063884 -1.7838 2.5150 1.6300 -0.198
C 0.173860 1.002765 -0.661777 -0.4152 0.4697 -1.7498 -0.101
N -1.360432 1.233470 -1.046633 0.6099 -3.3379 0.8992 0.209
N 1.742934 -1.799898 1.393373 -0.5571 -0.9892 0.0989 0.177
H 3.027377 0.152897 -1.152300 -0.1845 -0.4762 1.9057 0.119
H 3.780755 -0.704282 0.427298 -1.2294 1.2196 -1.4160 0.120
H 3.415426 1.014207 0.479980 -0.6861 -1.0422 -1.0613 0.117
H 1.457776 0.359763 1.578819 0.2510 0.1422 0.3546 0.144
H 0.171128 -1.138922 -0.775219 0.4339 -0.9106 -0.3136 0.135
H -0.336049 -0.347041 0.783777 -0.3713 -0.8999 -0.6649 0.136
H 0.830195 1.049156 -1.601724 -1.3147 0.6795 1.2456 0.164
H 0.405119 1.758237 0.074922 0.2097 0.3910 -0.1542 0.134
H -1.392513 0.887963 -2.007441 -0.5919 0.0235 -0.0567 0.160
H -1.759012 2.166707 -1.060277 0.2082 0.4334 0.4014 0.167
H -1.990664 0.545473 -0.436015 1.0622 2.0286 -1.5186 0.197
H 2.339089 -1.730695 2.240298 -0.2692 -0.2449 -0.5250 0.164
H 0.799058 -2.227215 1.719827 1.6699 1.2990 -0.5156 0.195
H 2.133999 -2.601913 0.783209 -0.3354 1.9159 0.7612 0.201
H -4.845907 -0.191201 -1.085434 -0.7921 -1.0523 -1.5614 0.016
H -5.150280 -0.011803 0.383203 -0.2731 -0.0689 0.2244 0.054
O -4.601404 0.298577 -0.335894 1.4005 1.1232 1.2694 -0.030
```
Positions in Å, forces in eV/Å.

- HOMO energy: -17.71 eV
- Orbital gap: 11.06 eV
- Energy relative to the best compared isomer or geometry (same formula, charge and spin): 37.1 kcal per mole
- Strongest force on any atom: 3.74 eV/Å
- Charge: +2

---

Question: The highest strongest force on any atom belongs to which entry?
Answer: C4H5N3O

---

Question: What is the formula in the fourth record?
Answer: C15H15BN5OS2Zr

---

Question: Look up the strongest force on any atom of the eighth one.
Answer: 3.74 eV/Å